1.
Here is a 31-piece molecular cluster, C16H91N4O31 overall at a distorted geometry from the OMol25 dataset. Energies are from wB97M-V/def2-TZVPD.

Geometry as XYZ:
```
142
Properties=species:S:1:pos:R:3
C -2.85636 5.35026 -2.09864
C -1.30019 5.00720 -2.48330
C -1.05435 3.52315 -3.13531
C -1.48783 2.26313 -2.17927
C -2.37964 1.10734 -2.96373
C -0.25186 1.54512 -1.37696
C 0.85147 0.41409 -1.81205
N 1.63061 0.22745 -0.52165
C 2.78467 -0.75682 -0.29733
C 4.00688 -0.61095 -1.37963
C 4.64835 -2.07902 -1.85913
C 3.97126 -2.61251 -3.29051
N 3.92878 -4.13164 -3.38643
C 2.61131 -4.60940 -3.98469
C 2.51249 -4.95860 -5.59537
O 1.48746 -4.79431 -3.25919
C 1.06383 1.16447 0.53936
C 1.47916 1.42174 2.10415
C 0.14352 1.83452 3.02235
N 0.19341 1.28467 4.43067
N -0.09381 2.00888 0.05402
H -2.83067 6.15088 -1.21670
H -3.47257 5.84831 -2.97123
H -3.47893 4.44296 -1.69905
H -0.96380 5.82979 -3.27766
H -0.58268 5.15484 -1.55155
H -1.74855 3.45904 -4.10331
H 0.06425 3.46053 -3.54061
H -2.21312 2.70506 -1.34022
H -3.33679 1.62253 -3.42532
H -2.77227 0.33049 -2.14874
H -1.74952 0.49312 -3.74652
H 0.95037 -0.07855 -2.86883
H 3.14562 -0.69817 0.83370
H 2.30433 -1.84330 -0.40552
H 4.90771 -0.03380 -0.85459
H 3.62247 -0.02463 -2.34101
H 5.82463 -1.93233 -2.00109
H 4.50163 -2.91765 -1.03131
H 2.93889 -2.09571 -3.51866
H 4.72986 -2.25770 -4.13548
H 3.97280 -4.58346 -2.44346
H 3.56352 -4.80753 -6.11997
H 2.27928 -6.12719 -5.66604
H 1.66228 -4.37887 -6.15865
H 2.19339 2.37476 2.18198
H 2.02709 0.53000 2.62751
H -0.84962 1.44045 2.52717
H 0.07687 3.02595 2.99404
H -0.07927 0.26156 4.32255
H -0.62917 1.74636 4.92422
H -0.68860 2.73206 0.51440
O 5.73002 -4.42906 -0.13181
H 6.55978 -3.99915 0.12434
H 5.98570 -5.34788 -0.30320
O 4.36340 -7.97370 -3.81556
H 3.53676 -8.30727 -3.43563
H 4.28401 -7.01092 -3.73981
O -3.46112 -1.87670 -1.24180
H -2.75732 -2.54162 -1.20304
H -4.14432 -2.29080 -1.79020
O 3.33490 -2.74864 2.78732
H 2.37321 -2.68679 2.68589
H 3.65193 -2.95027 1.89411
O 0.74423 4.40444 5.32871
H 1.57400 4.83434 5.58486
H 0.99991 3.48561 5.15732
O -4.17793 -0.02117 -5.04821
H -3.47412 -0.68608 -5.00945
H -4.86113 -0.43527 -5.59661
O 5.04621 -2.82346 5.35274
H 5.90771 -2.58817 4.97671
H 4.42265 -2.66047 4.62914
O -6.03727 -2.01865 -4.00878
H -6.86390 -2.35222 -3.62885
H -6.11666 -1.05587 -3.93303
O -2.72043 -0.12157 2.56229
H -3.68211 -0.05972 2.46086
H -2.40340 -0.32320 1.66908
O 0.78420 -3.86113 0.69815
H -0.17748 -3.79928 0.59672
H 1.10123 -4.06276 -0.19506
O 1.90975 -6.30302 -1.03140
H 2.72176 -6.81380 -0.89468
H 2.12355 -5.71786 -1.77360
O -5.61311 3.45286 -2.60334
H -5.65044 4.32340 -2.17940
H -5.13366 3.61532 -3.42960
O 7.35219 -5.76634 -2.00794
H 8.21369 -5.53106 -2.38398
H 6.72863 -5.60335 -2.73154
O 0.85160 5.91203 0.23222
H 1.68137 6.34194 0.48838
H 1.10728 4.99321 0.06083
O 3.91591 -1.86762 8.04654
H 2.95422 -1.80577 7.94511
H 4.23294 -2.06925 7.15333
O 2.95912 0.74844 9.26637
H 3.78889 1.17834 9.52253
H 3.21480 -0.17039 9.09498
O 4.33225 2.83429 6.98919
H 4.95514 3.37913 7.49327
H 4.09319 2.12356 7.60295
O -6.34247 -2.13910 0.17558
H -6.29509 -2.36973 1.11553
H -5.41509 -2.04642 -0.08967
O -0.68799 -4.32616 -5.59672
H 0.02935 -4.66025 -5.03746
H -1.24320 -3.81795 -4.98643
O -0.65937 5.42794 -5.42435
H 0.04444 4.76303 -5.38560
H -1.34257 5.01384 -5.97276
O 5.61628 -0.29520 4.66779
H 4.78964 -0.62877 5.04772
H 5.53689 0.66758 4.74354
O -3.61716 5.91288 -5.25648
H -3.73225 6.87470 -5.28082
H -2.65590 5.79273 -5.23349
O -5.23275 -0.74877 3.65856
H -4.51541 -1.08285 4.21781
H -5.78796 -0.24056 4.26885
O -5.56641 -3.84460 4.03807
H -6.39305 -4.17817 4.41800
H -5.64580 -2.88182 4.11382
O -5.28273 7.26992 -1.76594
H -4.38376 7.53955 -2.00701
H -5.39671 7.61285 -0.86684
O 6.44455 -0.02320 1.91343
H 6.49194 -0.25384 2.85338
H 7.37194 0.06948 1.64818
O -7.95088 -1.57767 4.88205
H -8.77751 -1.91125 5.26198
H -8.03027 -0.61489 4.95780
O -10.01380 -0.19429 4.34590
H -10.97549 -0.13244 4.24448
H -9.69678 -0.39592 3.45270
O 2.67512 7.25362 5.76414
H 1.75344 7.52193 5.89632
H 2.92413 7.67573 4.92820
O -4.84413 1.91026 -7.18660
H -4.79674 1.67963 -6.24665
H -3.91674 2.00294 -7.45185
```

Computed properties:
charge	+1
electronic energy	-87485.492	eV

2.
Here is C16H9BClF4IN2OPdS as an isolated structure from the OMol25 dataset. Energies are from wB97M-V/def2-TZVPD.

Geometry as XYZ:
```
37
Properties=species:S:1:pos:R:3
Pd 0.55276 -0.11529 -1.92063
Cl -4.72111 -3.36540 1.19943
C -3.53329 -2.87782 0.15102
C -3.01163 -3.84683 -0.73109
C -2.01348 -3.52998 -1.60854
I -1.19537 -4.87427 -2.85592
C -1.45843 -2.12401 -1.62039
O -0.59688 -1.80962 -2.41398
C -2.03700 -1.13165 -0.66285
N -1.53150 0.08878 -0.72247
C -2.04844 1.02800 0.07803
C -3.10536 0.77050 0.94272
C -3.62862 -0.50922 1.00534
C -3.07856 -1.49638 0.18480
H -3.41012 -4.85153 -0.69152
H -1.60604 2.01383 0.01465
H -3.50604 1.56539 1.55559
H -4.44366 -0.73910 1.67801
F 3.76887 -0.88010 0.37583
B 2.99403 -1.90145 0.70030
F 1.54510 -1.51402 -0.94080
F 3.29923 -3.12642 0.33294
F 2.07111 -1.72877 1.65224
S 2.79847 3.71110 -1.86163
C 2.05189 2.32160 -2.45861
N 1.59294 1.50333 -1.54885
C 1.84849 1.94736 -0.24767
C 1.54628 1.29001 0.93988
C 1.91345 1.89656 2.11948
C 2.56179 3.14252 2.12947
C 2.86658 3.79638 0.95714
C 2.50558 3.17663 -0.23860
H 1.96987 2.13315 -3.52021
H 1.09626 0.30926 0.93518
H 1.71953 1.38937 3.05479
H 2.84698 3.58823 3.07234
H 3.37632 4.74987 0.96456
```

Computed properties:
charge	+2
energy above the lowest of the compared OMol25 structures with the same formula, charge and spin	156.4	kJ/mol
electronic energy	-68237.307	eV

Question: Which of these has the lowest electronic energy?
Answer: C16H91N4O31

Question: The highest charge belongs to which entry?
Answer: C16H9BClF4IN2OPdS

Question: The highest charge belongs to which entry?
Answer: C16H9BClF4IN2OPdS